Formula: C6H15N3O2P
Source: the OMol25 dataset
Level of theory: ωB97M-V/def2-TZVPD

LUMO level	-4.2760	eV
charge	+1
calculated total energy	-893.43365	hartree
2S+1	1
highest occupied orbital energy	-13.19	eV
relative energy (zero: lowest compared OMol25 entry of this formula, charge and spin)	3.027	eV
largest force on an atom	0.09628	hartree/bohr

Last column: Löwdin charge in e.
Cartesian coordinates (Å):
C -1.512 0.035 -1.602  -0.446
C 3.119 0.573 -0.724  -0.283
C -0.305 -0.780 1.076  -0.257
C -1.748 -0.291 0.976  -0.147
C 0.633 0.432 1.423  -0.496
C -2.020 0.599 -0.313  -0.241
N 2.510 0.032 -1.764  0.179
N 4.215 1.375 -0.794  0.133
N -3.532 0.605 -0.461  0.040
O -2.281 -0.053 -2.722  0.121
O -0.354 -0.248 -1.775  0.070
P 2.465 0.157 1.622  1.013
H -0.220 -1.321 2.069  0.127
H 0.067 -1.389 0.324  0.069
H -2.483 -1.053 0.974  0.100
H -2.016 0.205 1.986  0.153
H 0.545 1.158 0.493  0.098
H 0.317 1.028 2.276  0.062
H -1.615 1.583 -0.061  0.146
H 2.913 0.208 -2.666  0.131
H 1.574 -0.252 -1.696  0.044
H 4.806 1.365 -1.556  0.085
H 4.724 1.407 0.058  0.081
H -3.259 0.006 -2.567  0.131
H -3.875 1.387 -0.930  0.053
H -3.968 0.653 0.479  0.100
H 2.569 -1.270 1.336  -0.068